[1]
Entry from the Open Molecules 2025 dataset: C39H50ClF6N8O11S5SiZr as an isolated structure in a non-equilibrium geometry (ωB97M-V/def2-TZVPD).

Last column: Löwdin charge in e.
CARTESIAN COORDINATES (ANGSTROEM)
Zr 1.11302 -0.53474 0.55733  1.713
C -4.65494 -3.41970 0.42564  -0.073
C -4.77877 -1.97920 -0.06761  -0.199
N -3.83050 -1.05314 0.54771  -0.106
C -4.35690 -0.15048 1.55946  -0.247
C -4.59908 -0.85893 2.88895  -0.079
C -2.52822 -1.08444 0.19416  -0.629
S -1.45104 0.08266 0.83653  0.817
N -2.23871 -2.00355 -0.72708  0.097
C -1.06170 -2.22373 -1.27929  -0.392
O 0.05970 -1.71261 -0.93732  -0.187
C -1.15772 -3.20039 -2.41111  -0.103
C -2.39669 -3.75732 -2.74557  -0.023
C -2.51191 -4.65596 -3.78916  -0.084
C -1.39249 -5.01133 -4.53139  -0.083
C -0.16003 -4.47392 -4.20453  -0.059
C -0.04499 -3.57981 -3.15136  -0.010
H -5.32405 -4.06530 -0.14557  0.074
H -4.90467 -3.50097 1.48321  0.061
H -3.63191 -3.75555 0.28201  0.046
H -5.78032 -1.60041 0.14282  0.115
H -4.61656 -1.95827 -1.14613  0.107
H -5.28770 0.28072 1.18049  0.118
H -3.63304 0.64524 1.70372  0.030
H -5.38268 -1.61325 2.80306  0.066
H -4.89905 -0.13031 3.64356  0.067
H -3.67511 -1.33633 3.21667  0.055
H -3.26517 -3.47879 -2.16957  0.085
H -3.47839 -5.07852 -4.03409  0.097
H -1.48786 -5.70604 -5.35645  0.099
H 0.72515 -4.73481 -4.76953  0.111
H 0.92185 -3.19556 -2.89516  0.065
O 3.61672 2.14797 -1.34751  0.073
C 3.35204 3.35426 -0.83322  -0.267
C 4.10082 4.41736 -1.34494  -0.011
C 3.91288 5.70056 -0.88090  -0.091
C 2.96668 5.95799 0.10560  -0.099
C 2.22377 4.91661 0.62159  -0.027
C 2.39428 3.60539 0.16830  -0.078
C 1.55061 2.53095 0.74941  -0.380
O 1.44686 1.36749 0.14425  -0.269
N 0.90374 2.82563 1.82987  0.026
N 0.12508 1.79554 2.31718  -0.145
C -0.74961 2.22227 3.13751  -0.934
S -1.92646 1.20459 3.91347  0.932
C -2.21117 2.40131 5.26527  -0.497
C -2.27499 3.77640 4.63968  -0.531
S -0.83116 3.95385 3.53841  0.921
H 3.01095 1.48575 -0.98135  0.059
H 4.82421 4.19225 -2.11755  0.118
H 4.50523 6.50798 -1.29264  0.099
H 2.81268 6.96777 0.46216  0.094
H 1.48050 5.08672 1.38806  0.100
H -1.37550 2.33135 5.96248  0.068
H -3.13848 2.12929 5.76833  0.076
H -2.21330 4.56795 5.38615  0.071
H -3.18177 3.89764 4.04733  0.069
O 4.01960 -2.38908 2.15724  -0.242
Cl 3.51244 -1.83448 0.96131  0.726
O 4.40692 -2.06659 -0.10315  -0.248
O 2.20509 -2.40580 0.68723  -0.404
O 3.28679 -0.41363 1.14430  -0.424
C 0.52120 2.39810 -2.77464  -0.140
C -0.14203 3.10098 -3.99158  -0.143
N -1.55628 2.73158 -4.07806  -0.166
C -1.65069 1.27671 -4.20286  -0.143
C -1.03737 0.59806 -2.95016  -0.148
N -0.47705 1.60948 -2.04481  -0.151
C -1.55326 2.50482 -1.61412  -0.172
C -2.23260 3.14888 -2.85109  -0.161
H 0.93316 3.13846 -2.08680  0.106
H 1.31693 1.72345 -3.08680  0.092
H 0.33787 2.80996 -4.92873  0.106
H -0.08917 4.18965 -3.90237  0.112
H -1.11684 0.97414 -5.10603  0.108
H -2.70575 1.01599 -4.32457  0.111
H -0.24023 -0.08081 -3.23545  0.078
H -1.80051 0.04565 -2.39883  0.103
H -1.11135 3.26168 -0.95842  0.117
H -2.26461 1.92438 -1.02647  0.072
H -2.19654 4.24071 -2.80454  0.108
H -3.28010 2.84598 -2.93206  0.108
C 2.76202 -1.70289 4.97371  -0.159
Si 2.03314 -0.27535 3.93825  0.477
C 3.47068 0.87852 3.47993  -0.161
C 1.21289 0.82529 5.28941  -0.190
N 1.01036 -0.91250 2.66787  -0.234
C 0.02892 -1.83953 2.97382  -0.390
C -0.41119 -2.75042 1.98278  -0.088
C -1.41692 -3.66928 2.21841  -0.092
C -2.05462 -3.73019 3.44805  -0.122
C -1.62085 -2.87324 4.44921  -0.108
C -0.59987 -1.96656 4.22713  -0.083
H 3.32350 -1.31202 5.82462  0.027
H 3.43516 -2.31287 4.37592  0.004
H 1.97609 -2.35308 5.36222  0.021
H 3.72004 1.50483 4.33739  0.037
H 3.22832 1.53019 2.64093  0.013
H 4.35897 0.30939 3.21084  0.026
H 1.87140 0.83384 6.16092  0.030
H 0.23429 0.48383 5.62315  -0.013
H 1.11067 1.85710 4.94957  0.013
H 0.09863 -2.78018 1.02666  0.064
H -1.69301 -4.35803 1.42862  0.102
H -2.85533 -4.43472 3.63211  0.093
H -2.08150 -2.91414 5.43007  0.100
H -0.28222 -1.33780 5.04435  0.068
F 5.29206 -2.14270 -2.70120  0.160
C 4.59805 -1.01651 -2.64816  -0.637
F 4.70258 -0.42776 -3.84693  0.121
F 5.15375 -0.19608 -1.76786  0.150
S 2.76295 -1.33969 -2.29584  0.672
O 2.44847 -0.49194 -1.14490  -0.469
O 2.65331 -2.74558 -2.12611  -0.251
N 2.00198 -0.69137 -3.48659  -0.282
S 2.00028 -1.21691 -4.97525  0.590
O 0.67448 -1.33011 -5.49743  -0.269
O 2.93002 -2.27890 -5.21583  -0.273
C 2.68369 0.29501 -5.88697  -0.646
F 3.06210 1.27498 -5.06407  0.120
F 1.74681 0.80430 -6.69692  0.117
F 3.73020 -0.04534 -6.64179  0.130

Atoms 1-6, force components in eV/Å:
Zr -3.4 0.3 0.4
C 0.0 0.2 0.0
C 0.1 -0.3 -0.1
N 0.1 0.0 0.0
C 0.0 -0.1 0.2
C 0.1 0.1 -0.1

Summary:
E in a.u.: -6168.755458
HOMO-LUMO gap in Eh: 0.2581
Net charge: -1
Relative energy (zero: lowest compared OMol25 entry of this formula, charge and spin) in eV: 0.811

[2]
Entry from the Open Molecules 2025 dataset: C10H13Cl3GeNOSSiSr as an isolated structure (ωB97M-V/def2-TZVPD).

Last column: natural (NBO) charge in e.
CARTESIAN COORDINATES (ANGSTROEM)
Sr -1.15721 0.86309 -0.75455  1.806
O -2.44029 0.79648 1.50786  -0.670
N -3.27692 -0.11164 1.94623  0.043
C -3.39095 -0.27942 3.28253  0.024
C -4.26126 -1.19579 3.81026  -0.233
C -5.05144 -1.95294 2.95022  -0.166
C -4.94358 -1.75309 1.59257  -0.212
C -4.04455 -0.82160 1.07610  0.011
S -3.89748 -0.49037 -0.61298  -0.228
H -2.73900 0.36222 3.85438  0.244
H -4.32221 -1.30851 4.88238  0.239
H -5.75061 -2.67875 3.34085  0.233
H -5.55410 -2.30339 0.89185  0.244
C 4.71342 0.53009 -3.38057  -1.101
Si 4.21448 0.09899 -1.62851  1.586
C 4.64042 -1.69330 -1.28518  -1.099
C 5.13250 1.20426 -0.42573  -1.099
C 2.41188 0.34559 -1.39647  -0.606
C 1.21665 0.50282 -1.17067  -0.696
H 5.78901 0.38404 -3.50888  0.230
H 4.48225 1.57040 -3.61507  0.239
H 4.19691 -0.09793 -4.10823  0.237
H 5.71622 -1.85521 -1.39003  0.229
H 4.12723 -2.36060 -1.97958  0.237
H 4.35028 -1.97786 -0.27246  0.237
H 6.21257 1.06396 -0.51447  0.229
H 4.84274 0.98211 0.60269  0.237
H 4.90847 2.25548 -0.61437  0.238
Cl -6.06170 2.37578 0.45519  -0.426
Ge -4.09229 2.04315 -0.54499  1.037
Cl -3.73608 1.93482 -2.79568  -0.496
Cl -2.23535 3.56712 -0.19470  -0.545

Atoms 1-6, force components in eV/Å:
Sr -0.3 0.3 0.3
O 0.2 0.0 -0.3
N -0.1 0.0 0.1
C 0.1 0.0 0.0
C 0.0 0.0 0.0
C 0.0 0.0 0.0

Summary:
E in a.u.: -4694.814276
HOMO-LUMO gap (spin up / spin down) in Eh: 0.2593 / 0.2461
Net charge: 0
2S+1: 2
Relative energy (zero: lowest compared OMol25 entry of this formula, charge and spin) in eV: 0.000

[3]
Entry from the Open Molecules 2025 dataset: a 9-piece molecular cluster, C28H26Cl8O17 overall in a non-equilibrium geometry (ωB97M-V/def2-TZVPD).

Last column: Löwdin charge in e.
CARTESIAN COORDINATES (ANGSTROEM)
C 21.99936 -6.88970 -4.08999  0.024
C 22.20751 -6.59526 -5.36533  -0.235
C 21.71710 -5.31730 -5.95517  -0.325
O 22.02359 -4.96270 -7.06596  0.129
C 20.89128 -4.51887 -5.02355  0.071
C 20.66802 -4.82886 -3.73878  -0.258
C 21.13720 -6.14772 -3.17415  -0.318
O 20.86889 -6.39914 -2.02187  0.097
O 19.85211 -4.13742 -2.95019  0.113
O 22.84617 -7.43290 -6.21826  0.091
H 22.42337 -7.83667 -3.77293  0.076
H 20.53072 -3.55747 -5.37100  0.135
H 19.79062 -4.52080 -2.06510  0.119
H 22.97711 -6.90346 -7.02588  0.119
C 20.37682 -11.49162 -6.15547  0.064
C 20.54443 -11.06244 -4.88966  -0.218
C 21.85486 -10.48064 -4.35778  -0.307
O 21.95393 -10.19175 -3.18758  0.067
C 22.87040 -10.42168 -5.39135  0.047
C 22.74509 -10.94561 -6.62526  -0.215
C 21.46749 -11.54658 -7.09536  -0.330
O 21.32258 -12.14541 -8.14409  0.134
O 23.73949 -10.87012 -7.52192  0.124
O 19.60978 -11.18378 -3.94904  0.051
H 19.38261 -11.81690 -6.42575  0.138
H 23.86288 -10.06133 -5.13396  0.125
H 24.52620 -10.53191 -7.07338  0.124
H 19.99577 -10.85858 -3.10462  0.005
C 28.35373 -8.22847 4.75683  0.071
C 27.59997 -8.60496 3.71444  -0.223
C 27.76670 -7.98382 2.34201  -0.305
O 27.06928 -8.21917 1.37812  0.108
C 28.91743 -7.09311 2.19760  0.069
C 29.67399 -6.76729 3.24264  -0.231
C 29.42581 -7.22607 4.64313  -0.324
O 30.15701 -6.98133 5.57701  0.118
O 30.77928 -6.01316 3.08744  0.097
O 26.57555 -9.44834 3.85102  0.101
H 28.29110 -8.69613 5.73024  0.134
H 29.07031 -6.71383 1.19772  0.136
H 31.06693 -5.70135 3.96245  0.119
H 26.14493 -9.58208 2.98618  0.072
C 27.46417 -7.12659 -5.06986  0.063
C 28.47076 -7.98592 -5.29430  -0.214
C 29.30229 -8.06654 -6.57872  -0.325
O 30.11264 -8.92339 -6.78400  0.136
C 28.96589 -6.96716 -7.48387  0.068
C 28.16644 -5.94462 -7.16284  -0.232
C 27.29612 -5.94892 -5.93289  -0.319
O 26.54978 -5.03119 -5.69710  0.110
O 28.13842 -4.85305 -7.94278  0.104
O 28.67892 -9.00439 -4.43339  0.088
H 26.84646 -7.30402 -4.20030  0.061
H 29.46728 -6.87072 -8.44049  0.137
H 27.83670 -4.10091 -7.40792  0.127
H 29.56117 -9.36348 -4.62807  0.119
O 24.40800 -10.09601 2.06645  -0.112
H 23.58360 -9.75864 2.43106  0.012
H 24.14221 -10.83281 1.50152  -0.057
C 24.56691 -8.84745 -1.13675  -0.946
Cl 24.92571 -7.96534 -2.60063  0.650
Cl 23.19123 -8.14448 -0.23479  0.573
H 24.12819 -9.79983 -1.42080  -0.025
H 25.38427 -9.00544 -0.44001  0.016
C 20.35531 -9.77050 -0.28342  -0.980
Cl 21.08124 -9.99445 1.30708  0.530
Cl 19.61097 -11.25897 -0.96125  0.596
H 19.61119 -8.98813 -0.20628  0.038
H 21.17281 -9.51506 -0.94366  -0.056
C 25.28236 -4.65307 -1.83569  -1.047
Cl 24.25200 -4.26987 -3.22554  0.564
Cl 26.13329 -3.24424 -1.19924  0.523
H 24.70360 -5.15960 -1.06960  0.017
H 26.00069 -5.37127 -2.21669  -0.018
C 24.81028 -13.20096 -0.56595  -0.954
Cl 26.03791 -12.35494 0.37354  0.567
Cl 23.25009 -12.35993 -0.41673  0.547
H 25.06044 -13.03516 -1.60642  0.022
H 24.66971 -14.20874 -0.20012  0.033

Atoms 1-6, force components in eV/Å:
C 0.0 -1.9 0.8
C 0.0 -0.2 -0.9
C -0.7 0.7 1.7
O 0.2 -0.3 -0.6
C 0.2 1.0 -0.3
C -0.8 -1.1 -0.2

Summary:
E in a.u.: -6043.106526
HOMO-LUMO gap in Eh: 0.2880
Net charge: 0
Relative energy (zero: lowest compared OMol25 entry of this formula, charge and spin) in eV: 0.979
Structure (SMILES): O=C1C=C(O)C(=O)C=C1O.O=C1C=C(O)C(=O)C=C1O.O=C1C=C(O)C(=O)C=C1O.O=C1C=C(O)C(=O)C=C1O.ClCCl.ClCCl.ClCCl.ClCCl.O

[4]
Entry from the Open Molecules 2025 dataset: a 3-piece molecular cluster, C4H7NO overall (ωB97M-V/def2-TZVPD).

Last column: natural (NBO) charge in e.
CARTESIAN COORDINATES (ANGSTROEM)
O -2.69533 -0.69389 1.37544  -0.529
C -1.50912 -0.57164 1.15293  0.360
C -0.94492 0.45614 0.27584  -0.159
N 0.39213 0.59703 0.21864  -0.278
C 1.23083 0.74717 -0.80748  -0.099
C 1.44731 -0.40343 0.09033  -0.256
H -0.76122 -1.27581 1.57896  0.108
H -1.55269 1.32223 0.03321  0.230
H -0.74587 -0.09327 -1.51197  -0.007
H 1.77617 1.58348 -1.22204  0.238
H 0.04783 0.13263 -1.79948  -0.006
H 1.14735 -1.38548 -0.29040  0.195
H 2.16752 -0.41514 0.90603  0.203

Atoms 1-6, force components in eV/Å:
O 0.4 0.0 0.0
C -0.2 0.0 -0.1
C 0.0 0.1 0.1
N -0.1 0.0 -0.2
C 0.0 0.2 0.2
C 0.1 -0.3 0.1

Summary:
E in a.u.: -286.410140
HOMO-LUMO gap (spin up / spin down) in Eh: 0.3098 / 0.3098
Net charge: 0
Relative energy (zero: lowest compared OMol25 entry of this formula, charge and spin) in eV: 6.028